1.
116
Properties=species:S:1:pos:R:3 method="wB97M-V/def2-TZVPD" total_charge=-1 e_lumo_ev=2.62 homo_lumo_gap_ev=5.7 e_homo_ev=-3.10 multiplicity=1
N 0.1500 2.1007 7.0168
O -0.3384 3.1373 7.5304
O 0.7723 2.2535 5.9837
O 0.0408 0.9990 7.5329
C 2.6670 -1.6271 8.9014
C 1.8926 -0.4265 8.3497
C 2.7801 0.6657 7.6764
O 3.6207 1.1023 8.7122
C 4.7935 1.7143 8.2744
N 0.9088 -0.9786 7.3916
H 2.0621 -2.3218 9.4841
H 3.3848 -1.2447 9.6271
H 3.0720 -2.3367 8.1799
H 1.3551 0.0621 9.1624
H 2.2459 1.5058 7.2325
H 3.2717 0.2353 6.8039
H 5.3172 1.0358 7.6010
H 5.3475 1.9090 9.1927
H 4.6464 2.7089 7.8534
H 0.2612 -1.5175 7.9485
H 0.3456 -0.1629 7.1978
C -3.5369 0.5874 8.6090
C -3.0923 2.0850 8.6477
C -3.6557 2.9801 9.8325
O -3.2071 4.3298 9.8147
C -3.7427 5.0980 10.8763
N -1.6385 2.0419 8.6025
H -4.5945 0.4665 8.3748
H -3.2948 0.0083 9.5001
H -2.9919 -0.0713 7.9329
H -3.4139 2.5272 7.7047
H -3.3546 2.5088 10.7680
H -4.7419 2.9533 9.7450
H -4.8057 5.1705 10.6464
H -3.4103 6.1355 10.8419
H -3.5288 4.6661 11.8539
H -1.1653 1.5865 7.8352
H -1.4174 1.3933 9.3445
C -0.9366 6.0384 4.9347
C -1.4963 5.7429 6.3025
C -2.1548 4.3739 6.4856
O -2.8252 4.3944 7.7590
C -4.1705 4.8881 7.7218
N -0.3578 5.8910 7.1629
H -0.2210 5.3274 4.5218
H -0.4131 6.9866 4.8123
H -1.7074 6.1454 4.1714
H -2.1989 6.5459 6.5250
H -1.4953 3.5069 6.5239
H -2.8624 4.2095 5.6730
H -4.1301 5.9663 7.5665
H -4.6918 4.7098 8.6623
H -4.7206 4.4747 6.8765
H 0.4394 5.5638 6.6360
H -0.0117 6.8355 7.0725
C 1.7159 1.7663 11.3750
C 1.1842 2.7875 10.4374
C 1.9799 3.0806 9.1354
O 1.6131 4.3279 8.5917
C 2.2844 4.5376 7.4028
N -0.1537 2.4713 10.0692
H 1.8635 0.8580 10.7909
H 1.1421 1.5573 12.2780
H 2.6512 2.0845 11.8354
H 1.1401 3.7304 10.9824
H 1.8116 2.2730 8.4230
H 3.0505 3.1083 9.3382
H 1.9366 5.4577 6.9330
H 2.0828 3.6920 6.7453
H 3.3726 4.4853 7.4367
H -0.6168 2.0333 10.8527
H -0.1817 1.8123 9.3043
C -0.6618 -1.0150 11.4389
C -0.6234 -0.0610 10.1951
C -1.2011 -0.6454 8.9008
O -0.4805 -1.7988 8.5876
C -0.9289 -2.4130 7.3558
N -1.3895 1.0908 10.6362
H -0.3506 -0.5427 12.3707
H 0.0866 -1.7991 11.3246
H -1.6443 -1.4532 11.6144
H 0.4288 0.1624 10.0184
H -1.1503 0.0880 8.0960
H -2.2707 -0.8474 8.9582
H -0.8914 -1.6664 6.5626
H -1.9756 -2.7173 7.3536
H -0.2892 -3.2461 7.0644
H -2.3033 0.7719 10.9249
H -0.9781 1.3812 11.5117
C -0.3979 -0.7353 5.2821
C -1.8275 -0.1326 5.2827
O -2.6676 -0.7251 4.3000
H -0.5171 -1.8186 5.2666
H 0.2784 -0.2696 5.9990
H 0.1046 -0.5733 4.3285
H -1.7085 0.9065 4.9758
H -2.1981 -0.0948 6.3071
H -3.4190 -0.1434 4.1637
C 1.8661 2.3476 2.5385
C 1.3945 1.3071 3.5346
O 2.1250 0.0904 3.7634
H 2.5744 1.8764 1.8570
H 2.3771 3.1688 3.0412
H 1.0942 2.7980 1.9146
H 0.4610 0.8797 3.1684
H 1.2863 1.9185 4.4305
H 2.1015 -0.3896 2.9324
C 2.0040 5.6179 4.5557
C 1.4402 4.2481 5.0942
O 0.6648 4.3865 6.2787
H 2.7290 5.5898 3.7423
H 2.4329 6.1241 5.4206
H 1.2433 6.2447 4.0903
H 2.1886 3.4613 5.1889
H 0.7730 3.8887 4.3107
H 0.4152 3.5153 6.5956


2.
9
Properties=species:S:1:pos:R:3 method="wB97M-V/def2-TZVPD" e_lumo_ev="-0.08 / 0.19" homo_lumo_gap_ev="8.2 / 9.3" relative_energy_ev=5.003 e_homo_ev="-8.24 / -9.08" multiplicity=1
C -3.0091 0.2113 -1.4342
C 0.5821 0.5462 -0.0409
N -1.1354 -0.7135 0.6278
O -2.2945 -0.2864 -2.1883
O 0.1156 -0.6097 0.1598
S -4.1826 0.6557 -0.5594
H 1.6281 0.4460 -0.3690
H 0.2326 1.5104 0.3062
H -1.4720 -1.5933 0.4132


3.
110
Properties=species:S:1:pos:R:3 method="wB97M-V/def2-TZVPD" total_charge=+1 e_lumo_ev=-3.08 homo_lumo_gap_ev=7.6 relative_energy_ev=0.523 e_homo_ev=-10.72 multiplicity=1
Sc 0.5879 -0.0542 -1.5234
C 4.6435 -1.7460 -2.7675
C 4.4880 -3.1315 -2.6777
C 3.2277 -3.6503 -2.5238
C 2.1191 -2.7918 -2.4608
N 2.2889 -1.4529 -2.4121
C 3.5281 -0.9631 -2.6020
N 0.8833 -3.4144 -2.5463
C -0.1664 -2.7493 -2.8896
N -0.3251 -1.3849 -2.8848
C -1.3530 -1.0645 -3.7421
N -1.6208 0.0786 -4.2654
C -0.8454 1.2080 -4.0930
C -1.1487 2.2720 -4.9565
C -0.4289 3.4394 -4.9065
C 0.6099 3.5587 -3.9829
C 0.8531 2.4969 -3.1533
N 0.1499 1.3438 -3.1837
C -2.0859 -2.3104 -4.0715
C -3.2179 -2.5345 -4.8281
C -3.6261 -3.8553 -4.9857
C -2.8983 -4.9060 -4.4310
C -1.7377 -4.6726 -3.7001
C -1.3622 -3.3575 -3.5168
H 5.6083 -1.2907 -2.9390
H 5.3447 -3.7878 -2.7536
H 3.0390 -4.7133 -2.4949
H 3.6118 0.1175 -2.6042
H -1.9594 2.1231 -5.6539
H -0.6661 4.2564 -5.5747
H 1.2030 4.4576 -3.9033
H 1.6335 2.5572 -2.4009
H -3.7614 -1.7130 -5.2746
H -4.5185 -4.0741 -5.5566
H -3.2383 -5.9219 -4.5817
H -1.1533 -5.4837 -3.2877
O 2.2005 0.6658 -0.4757
S 3.1781 0.8152 0.6957
C 4.0784 -0.7391 0.7935
C 3.3653 -2.0208 1.1418
C 4.0613 -2.9464 1.9135
C 3.4893 -4.1625 2.2507
C 2.2025 -4.4680 1.8309
C 1.4966 -3.5515 1.0653
C 2.0803 -2.3427 0.7200
C 2.1613 0.8384 2.2121
C 2.7553 0.1192 3.3880
C 3.8527 0.6597 4.0530
C 4.4037 0.0051 5.1447
C 3.8443 -1.1835 5.5935
C 2.7366 -1.7150 4.9480
C 2.1998 -1.0711 3.8450
H 4.8770 -0.5381 1.5103
H 4.5365 -0.7898 -0.1963
H 5.0563 -2.7056 2.2693
H 4.0466 -4.8677 2.8531
H 1.7532 -5.4153 2.0969
H 0.4944 -3.7761 0.7246
H 1.5023 -1.6520 0.1205
H 1.1733 0.4696 1.9314
H 2.0772 1.9053 2.4194
H 4.2751 1.6030 3.7229
H 5.2565 0.4319 5.6552
H 4.2648 -1.6877 6.4533
H 2.2918 -2.6367 5.2991
H 1.3445 -1.4926 3.3308
C -3.2727 0.9118 -1.7895
C -3.9561 1.1758 -0.4614
C -4.8765 0.0204 -0.0936
C -4.7231 2.4899 -0.4974
O -2.9815 1.2776 0.5843
Si -1.3695 1.2242 0.7469
O -0.6417 0.0215 -0.0699
O -1.0895 1.1417 2.3518
C -1.8729 0.6771 3.4717
C -2.2830 -0.7669 3.2096
C -3.0999 1.5581 3.6901
C -0.9607 0.7752 4.6838
O -0.5797 2.5450 0.1555
C -0.6287 3.9262 0.5607
C 0.7242 4.2530 1.1802
C -1.7370 4.1929 1.5715
C -0.8565 4.7481 -0.6994
H -4.0011 0.8478 -2.5983
H -2.7305 -0.0329 -1.7435
H -2.5718 1.7189 -2.0203
H -5.6415 -0.1201 -0.8581
H -5.3692 0.2163 0.8595
H -4.3010 -0.9024 -0.0039
H -5.5610 2.4214 -1.1924
H -4.0751 3.3063 -0.8219
H -5.1139 2.7269 0.4928
H -2.9770 -0.8194 2.3689
H -2.7731 -1.1904 4.0872
H -1.4056 -1.3735 2.9751
H -3.6510 1.6981 2.7635
H -2.8154 2.5335 4.0868
H -3.7587 1.0809 4.4171
H -0.0983 0.1185 4.5840
H -1.5050 0.4956 5.5869
H -0.6069 1.8009 4.7999
H 0.8650 3.6631 2.0875
H 0.7823 5.3090 1.4479
H 1.5290 4.0298 0.4759
H -1.5424 3.6695 2.5065
H -2.7061 3.8711 1.1908
H -1.7872 5.2622 1.7789
H -0.0352 4.6044 -1.4010
H -0.9215 5.8095 -0.4575
H -1.7850 4.4464 -1.1881


4.
6
Properties=species:S:1:pos:R:3 method="wB97M-V/def2-TZVPD" e_lumo_ev=0.54 homo_lumo_gap_ev=10.4 relative_energy_ev=0.866 smiles="ClC=C(Cl)Cl" e_homo_ev=-9.84 multiplicity=1
Cl -0.1125 1.4833 1.6648
C 0.4890 1.0150 0.2224
C 0.1470 -0.0123 -0.4093
Cl 0.7230 -0.6311 -1.9126
Cl -0.9146 -1.3133 0.3180
H 1.3553 1.8227 -0.0735


5.
17
Properties=species:S:1:pos:R:3 method="wB97M-V/def2-TZVPD" e_lumo_ev="0.29 / 0.29" homo_lumo_gap_ev="8.2 / 8.2" relative_energy_ev=4.982 e_homo_ev="-7.96 / -7.96" multiplicity=1
C 0.3261 -0.9961 -0.6837
C 0.8107 -0.3624 0.5719
C -0.4795 -2.2469 -0.6383
N 0.0715 2.4695 0.0653
C -0.6137 1.6772 0.9344
C -0.3366 0.3947 1.2108
O 0.5866 -0.5854 -1.8561
O 0.9890 0.7164 -1.9205
H -0.3133 3.3707 -0.1600
H 0.5737 2.0056 -0.6940
H 1.1694 -1.1340 1.2553
H 1.6279 0.3238 0.3382
H -1.3896 2.1723 1.5067
H -0.9363 -0.1408 1.9293
H -1.4909 -2.0026 -0.2852
H -0.5525 -2.6898 -1.6312
H -0.0426 -2.9724 0.0571


6.
142
Properties=species:S:1:pos:R:3 method="wB97M-V/def2-TZVPD" e_lumo_ev=0.36 homo_lumo_gap_ev=9.0 smiles="COB(O)[C@]1(N)OC(=O)O[C@]1(CCCCCOC(C)=O)P(C)O.CCCC#N.CCCC#N.CCCC#N.CCCC#N.CCCC#N.CCCC#N.CCCC#N.CCCC#N" e_homo_ev=-8.61 multiplicity=1
C 2.7987 -3.9661 2.6259
O 2.6194 -3.8405 1.2122
B 1.5860 -4.5519 0.6579
O 1.7340 -5.8907 0.3728
C 0.1310 -3.8857 0.4388
N -0.4853 -4.1074 1.7534
O -0.6215 -4.7137 -0.4731
C -1.5189 -3.9594 -1.1277
O -2.5036 -4.3650 -1.6602
O -1.1347 -2.6680 -1.1322
C -0.0073 -2.4899 -0.2319
C -0.1816 -1.2733 0.6676
C -1.5138 -1.0998 1.4183
C -2.7257 -0.7255 0.5413
C -3.6901 -1.8885 0.2347
C -5.1236 -1.6047 0.6493
O -5.8845 -2.8222 0.7158
C -6.1274 -3.4086 -0.4789
C -6.4366 -4.8647 -0.3580
O -6.0949 -2.8043 -1.5206
P 1.5012 -2.2919 -1.3831
C 1.2279 -0.6212 -2.0730
O 1.0549 -3.2643 -2.6267
H 3.4053 -3.1170 2.9435
H 3.3357 -4.8815 2.8883
H 1.8464 -3.9028 3.1527
H 0.9916 -6.3858 0.7460
H -0.4018 -3.3200 2.3792
H -1.4425 -4.4258 1.6740
H 0.6712 -1.2101 1.3531
H -0.1052 -0.3899 0.0312
H -1.3519 -0.2798 2.1244
H -1.7878 -1.9638 2.0208
H -2.4175 -0.2370 -0.3863
H -3.2923 0.0338 1.0962
H -3.3465 -2.8073 0.7194
H -3.6679 -2.0891 -0.8374
H -5.5994 -0.9150 -0.0499
H -5.1418 -1.1855 1.6564
H -7.1441 -5.1549 -1.1333
H -6.8427 -5.1399 0.6139
H -5.5127 -5.4260 -0.5239
H 1.2685 0.0924 -1.2466
H 2.0726 -0.4128 -2.7292
H 0.2707 -0.4778 -2.5826
H 0.2445 -2.9533 -3.0599
C 1.6521 4.5445 -2.2702
C 2.3902 4.5810 -0.9368
C 2.4567 3.2118 -0.2494
C 1.1164 2.7013 0.0358
N 0.0618 2.2968 0.2567
H 0.6087 4.2526 -2.1436
H 1.6578 5.5274 -2.7407
H 2.1236 3.8391 -2.9582
H 1.9048 5.2974 -0.2708
H 3.4134 4.9296 -1.0912
H 3.0081 3.2723 0.6862
H 2.9724 2.4888 -0.8814
C 4.0951 1.1772 5.2732
C 4.4891 0.2100 6.3835
C 4.4259 -1.2573 5.9429
C 3.0742 -1.6362 5.5316
N 2.0146 -1.9329 5.1971
H 3.0623 1.0208 4.9591
H 4.1827 2.2083 5.6149
H 4.7367 1.0571 4.3983
H 3.8365 0.3548 7.2463
H 5.5068 0.4245 6.7138
H 4.7307 -1.9190 6.7543
H 5.0980 -1.4308 5.1002
C 6.9517 4.5891 -2.1902
C 7.7033 4.6418 -0.8664
C 7.7949 3.2729 -0.1830
C 6.4592 2.7595 0.1248
N 5.4093 2.3519 0.3616
H 5.9159 4.2750 -2.0480
H 6.9349 5.5716 -2.6627
H 7.4292 3.8897 -2.8780
H 7.2149 5.3504 -0.1933
H 8.7158 5.0057 -1.0373
H 8.3545 3.3457 0.7505
H 8.3040 2.5577 -0.8244
C 11.8265 5.2850 -4.7255
C 12.5810 5.3159 -3.4019
C 12.6297 3.9471 -2.7115
C 11.2873 3.4549 -2.4037
N 10.2316 3.0692 -2.1599
H 10.7818 5.0056 -4.5811
H 11.8423 6.2665 -5.1980
H 12.2760 4.5713 -5.4181
H 12.1163 6.0409 -2.7311
H 13.6058 5.6497 -3.5706
H 13.1902 4.0050 -1.7780
H 13.1218 3.2125 -3.3511
C -7.5795 -6.0888 5.2547
C -8.6608 -5.1997 4.6528
C -9.5380 -5.9360 3.6332
C -8.7474 -6.4324 2.5069
N -8.1255 -6.8046 1.6136
H -6.8871 -6.4433 4.4901
H -6.9995 -5.5384 5.9950
H -8.0154 -6.9594 5.7484
H -8.1995 -4.3354 4.1718
H -9.3053 -4.8173 5.4459
H -10.3079 -5.2724 3.2382
H -10.0377 -6.7863 4.1004
C -1.9435 -7.5880 -3.3437
C -3.1645 -6.8840 -3.9208
C -3.8012 -7.6469 -5.0883
C -2.8699 -7.8086 -6.2061
N -2.1391 -7.9301 -7.0862
H -1.1480 -7.6775 -4.0852
H -1.5474 -7.0239 -2.4996
H -2.1960 -8.5914 -2.9930
H -2.8846 -5.8829 -4.2508
H -3.9152 -6.7579 -3.1397
H -4.6803 -7.1173 -5.4572
H -4.1204 -8.6401 -4.7666
C -5.4390 4.1116 -0.6063
C -4.8003 2.8255 -1.1115
C -3.2763 2.8330 -0.9362
C -2.6627 3.9383 -1.6723
N -2.1785 4.8166 -2.2373
H -5.0936 4.9788 -1.1726
H -6.5226 4.0659 -0.7120
H -5.2177 4.2812 0.4475
H -5.0489 2.6813 -2.1646
H -5.2053 1.9686 -0.5699
H -2.8427 1.8996 -1.2952
H -3.0140 2.9353 0.1179
C -4.6265 8.7496 -1.0726
C -3.8590 8.8208 0.2419
C -3.8109 7.4728 0.9696
C -5.1520 6.9940 1.3071
N -6.2065 6.6041 1.5559
H -5.6703 8.4789 -0.9072
H -4.6122 9.7153 -1.5777
H -4.1847 8.0111 -1.7443
H -4.3131 9.5682 0.8952
H -2.8343 9.1434 0.0508
H -3.2376 7.5503 1.8941
H -3.3299 6.7210 0.3389